Run a
This record from OMol25 describes a cluster of 2 separate species, C5H14NO2 in total. The level of theory is the ωB97M-V functional and the def2-TZVPD basis.

Each line ends with the Mulliken charge.
Geometry (Å):
H 2.2791 -0.1809 0.8860  0.3156
H -2.2654 -1.0319 -0.4664  0.3478
H 2.3729 1.3838 0.1363  0.3429
C 1.4659 -0.1894 -1.1174  -0.5639
H -0.6237 0.6709 3.2604  0.2924
O -2.4613 -1.4846 0.3682  -0.6470
H -0.1505 1.5941 0.2191  0.2809
C 1.7424 0.4998 0.2181  -0.7488
H 2.3590 -0.1484 -1.7410  0.3998
H -0.4719 -0.9455 0.7982  0.3983
H -1.3520 -0.3167 -2.5825  0.2702
H 0.1882 1.4963 -1.7366  0.3422
N -0.3451 -0.1150 1.3851  0.0517
H 1.2140 -1.2484 -1.0283  0.3643
C 0.4688 1.0062 0.8941  -0.6795
C 0.3721 0.4528 -1.9776  -0.6200
H -1.6690 -0.7675 2.8273  0.2762
H -2.6943 -2.3968 0.1731  0.3253
O -0.8718 -0.2433 -1.7387  -0.4762
H 0.6605 1.7008 1.7155  0.5164
H 0.6436 0.3710 -3.0298  0.3991
C -0.8617 -0.1073 2.5371  -0.1877

## Properties
HOMO   -14.4 eV
Charge   +1

Run b
This record from OMol25 describes a cluster of 2 separate species, C5H14NO2 in total. The level of theory is the ωB97M-V functional and the def2-TZVPD basis.

Each line ends with the Mulliken charge.
Geometry (Å):
H 1.7710 -3.7078 -2.0962  0.2915
H 1.2321 1.3230 1.9307  0.3786
C -0.2990 0.3804 3.0112  -0.6993
H -1.3459 -0.2658 0.2423  0.2303
H -1.3647 0.1333 3.0716  0.2533
H -2.4209 1.0295 -1.4360  0.3484
C 0.5715 -0.1262 -0.6132  -0.5802
H -1.5359 2.0652 1.2220  0.3904
C -0.6047 1.6414 0.8485  -0.7991
H 0.8746 -1.6126 -1.8803  0.4134
H 0.3118 -0.1944 3.6968  0.2947
H -0.9920 1.6771 -1.9184  0.3589
C -0.7520 0.5539 -0.1824  0.0148
O 1.9125 -2.9963 -1.4702  -0.6236
H 0.8859 -0.7702 0.2023  0.4295
C 0.1951 1.0822 2.0165  -0.2571
N -1.4202 0.8544 -1.4952  -0.1884
H 1.3413 0.6333 -0.8274  0.3161
H 2.5470 -3.3712 -0.8535  0.3004
O 0.3050 -0.8233 -1.8129  -0.5845
H -1.1956 0.0366 -2.0869  0.3683
H -0.0167 2.4575 0.4307  0.3436

## Properties
HOMO   -13.5 eV
Charge   +1

Result of the stability comparison: run b is the most stable of them.

Run a
This record from OMol25 describes a cluster of 2 separate species, C5H14NO2 in total. The level of theory is the ωB97M-V functional and the def2-TZVPD basis.

Each line ends with the Mulliken charge.
Geometry (Å):
H -2.8312 -4.5917 -0.2346  0.3206
O -1.5542 -0.7109 -1.1304  -0.6146
O -2.1492 -3.9101 -0.4260  -0.6249
N -0.3192 1.3185 -1.6859  -0.2604
C 1.0916 1.7131 0.2796  -0.9791
H 1.3212 0.1094 -1.2200  0.2921
H 2.9607 0.3442 1.8122  0.2347
H -0.8709 2.0223 -1.2866  0.3444
H -1.0376 0.6413 -1.9768  0.3661
H 2.1000 1.9736 0.0363  0.4496
C 0.5087 0.6651 -0.6653  0.2559
C 1.0727 1.1476 1.7409  -0.1837
H -0.0750 -1.3926 0.1956  0.4312
H 0.2566 1.7604 -2.3946  0.3270
H -1.8123 -4.1872 -1.2461  0.3201
C -0.4989 -0.3795 -0.0653  -0.5337
H 0.1174 1.2979 2.1970  0.3991
H -1.0406 0.0287 0.7416  0.2496
H 0.5953 2.6831 0.3076  0.3665
H -1.9668 -1.5545 -0.8561  0.3034
C 2.0641 0.5944 2.3952  -0.7489
H 2.0676 0.4269 3.4818  0.2852

## Properties
HOMO   -13.5 eV
Charge   +1

Run b
This record from OMol25 describes a cluster of 2 separate species, C5H14NO2 in total. The level of theory is the ωB97M-V functional and the def2-TZVPD basis.

Each line ends with the Mulliken charge.
Geometry (Å):
C 2.7530 0.2996 -0.4241  -0.5352
H 4.2459 0.2067 0.9112  0.3124
H -2.6580 -0.8247 -2.4756  0.3469
C -0.8725 -0.3886 0.6926  0.1223
H 0.8766 -0.5872 1.7835  0.4329
H -1.3049 -1.2279 1.2417  0.3286
H 0.5723 1.0192 1.1357  0.3689
H 3.4129 -0.2676 -1.0939  0.3823
H -3.6060 -0.3675 0.1315  0.2613
C 0.5359 -0.0506 0.8879  -0.4058
O -1.7657 -1.0065 -2.1567  -0.6400
H -1.4540 1.1864 -0.5769  0.5496
C -1.8340 0.7261 0.3610  -0.9826
H 1.5451 -1.5408 -0.3010  0.3714
O 3.2978 0.3657 0.9027  -0.5167
H -3.6618 0.7934 1.2801  0.2826
H 2.6027 1.3477 -0.7186  0.2648
H -1.6647 -0.5661 -1.3125  0.3532
H -1.6337 1.4547 1.1693  0.4265
C 1.4403 -0.4347 -0.3000  -0.6657
H 0.8716 -0.4262 -1.2297  0.4122
N -3.2573 0.5466 0.3884  -0.4697

## Properties
HOMO   -14.1 eV
Charge   +1

Result of the stability comparison: run a is the most stable of them.